Entry from the OMol25 dataset: a structure of composition C29H33Cl3N2O2TeTi (ωB97M-V/def2-TZVPD).

Values from the calculation:
**Total charge**: -1
**Multiplicity**: 2
**Kohn-Sham gap (spin up / spin down)**: 6.90 / 6.93 eV
**HOMO level (spin up / spin down)**: -4.7 / -5.1 eV
**Energy relative to the best compared isomer or geometry (same formula, charge and spin)**: 21.38 kcal/mol
**⟨S²⟩**: 0.756
**LUMO energy (spin up / spin down)**: 2.19 / 1.81 eV

Each line ends with the Mulliken charge.
Atoms and positions in Å:
Ti 0.68 0.35 0.14  -0.27
C 2.61 0.86 1.55  -0.46
C 1.72 1.94 1.57  -0.60
C 0.51 1.51 2.15  -0.45
C 0.66 0.15 2.50  -0.52
C 1.95 -0.26 2.11  -0.61
H 3.59 0.85 1.10  0.50
H 1.90 2.91 1.13  0.41
H -0.38 2.11 2.27  0.50
H -0.08 -0.46 3.00  0.74
H 2.34 -1.26 2.17  0.37
Cl 1.80 1.92 -4.52  -0.12
C 2.90 0.96 -3.62  0.22
Cl 4.54 1.49 -3.55  -0.18
Cl 2.99 -1.14 -5.00  -0.50
C 2.41 0.36 -2.47  0.33
N 2.00 -0.15 -1.51  -0.33
C -1.36 2.44 -2.34  -0.84
C -0.69 1.70 -1.22  0.99
O 0.47 2.17 -0.81  -0.51
N -1.13 0.63 -0.63  -0.26
Te -3.71 -0.68 -1.98  0.72
C -5.44 -1.39 -3.02  -0.17
C -5.37 -2.47 -3.91  1.14
C -4.11 -3.24 -4.16  -1.41
C -6.53 -2.86 -4.59  -1.14
C -7.74 -2.22 -4.41  0.66
C -8.97 -2.65 -5.16  -1.53
C -7.79 -1.17 -3.50  -0.96
C -6.67 -0.75 -2.81  1.29
C -6.81 0.41 -1.85  -1.72
C -2.51 -0.50 -3.72  0.48
C -2.92 0.31 -4.78  1.07
C -4.20 1.10 -4.76  -1.76
C -2.11 0.41 -5.91  -1.01
C -0.90 -0.27 -6.00  0.48
C -0.02 -0.15 -7.21  -1.50
C -0.50 -1.06 -4.93  -0.80
C -1.29 -1.19 -3.79  1.03
C -0.79 -2.08 -2.68  -1.28
H -1.12 3.50 -2.26  0.43
H -2.43 2.28 -2.33  0.14
H -0.96 2.08 -3.29  -0.04
H -3.56 -3.40 -3.23  0.13
H -3.44 -2.71 -4.83  0.26
H -4.33 -4.21 -4.60  0.44
H -6.47 -3.70 -5.28  0.29
H -8.79 -3.56 -5.74  0.35
H -9.29 -1.87 -5.86  0.30
H -9.81 -2.85 -4.48  0.36
H -8.74 -0.67 -3.33  0.33
H -7.84 0.77 -1.84  0.38
H -6.15 1.23 -2.12  0.28
H -6.54 0.12 -0.83  0.29
H -4.34 1.60 -3.80  0.14
H -5.07 0.47 -4.92  0.28
H -4.18 1.86 -5.55  0.47
H -2.42 1.04 -6.73  0.27
H -0.44 0.54 -7.95  0.36
H 0.12 -1.12 -7.69  0.32
H 0.98 0.20 -6.93  0.28
H 0.46 -1.56 -4.96  0.35
H 0.23 -2.40 -2.88  0.46
H -1.42 -2.97 -2.57  0.26
H -0.80 -1.55 -1.73  -0.24
C -1.65 -1.91 1.06  -1.18
C -0.33 -1.37 0.63  1.17
O 0.60 -2.05 0.23  -0.60
H -2.19 -2.21 0.16  0.00
H -2.24 -1.14 1.56  0.25
H -1.52 -2.78 1.69  0.47